No. 1
35
Properties=species:S:1:pos:R:3:lowdin_charge:R:1 method="wB97M-V/def2-TZVPD" orbital_gap_ev=9.226 total_charge=0 smiles="O=C(c1cccs1)N(Cc1ccccn1)Cc1ccco1"
O -0.396 -1.384 -2.254 0.08
C -0.103 -0.882 -1.185 -0.47
C 1.159 -1.260 -0.498 -0.44
C 2.404 -1.197 -1.048 -0.11
C 3.414 -1.690 -0.193 -0.17
C 2.919 -2.151 0.983 -0.40
S 1.211 -1.983 1.075 1.06
N -0.880 0.039 -0.565 -0.04
C -0.458 0.763 0.616 -0.10
C 0.911 1.374 0.434 -0.29
C 1.876 1.317 1.434 -0.04
C 3.125 1.858 1.181 -0.06
C 3.363 2.443 -0.053 -0.06
C 2.324 2.475 -0.970 -0.14
N 1.133 1.959 -0.735 0.13
C -2.094 0.482 -1.230 -0.06
C -3.274 0.380 -0.324 -0.27
C -4.022 1.340 0.297 -0.03
C -4.995 0.652 1.062 -0.06
C -4.760 -0.671 0.855 -0.12
O -3.724 -0.844 0.021 0.06
H 2.584 -0.793 -2.027 0.12
H 4.457 -1.705 -0.450 0.10
H 3.446 -2.591 1.805 0.06
H -0.468 0.113 1.498 0.10
H -1.186 1.562 0.780 0.13
H 1.656 0.847 2.380 0.11
H 3.901 1.817 1.931 0.11
H 4.325 2.866 -0.294 0.10
H 2.446 2.934 -1.943 0.11
H -2.219 -0.171 -2.099 0.13
H -1.977 1.518 -1.565 0.14
H -3.904 2.401 0.210 0.11
H -5.757 1.085 1.676 0.10
H -5.243 -1.553 1.227 0.12

---

No. 2
41
Properties=species:S:1:pos:R:3:lowdin_charge:R:1 method="wB97M-V/def2-TZVPD" orbital_gap_ev=5.310 total_charge=0
C 2.911 -0.729 3.611 -0.25
S 2.240 0.151 2.145 1.03
C 2.987 -0.799 0.763 -0.25
C 0.637 -0.432 2.079 -0.38
C -0.434 0.488 2.297 -0.51
C -1.862 -0.015 2.227 -0.16
C -2.198 -1.378 2.226 -0.04
C -3.536 -1.791 2.227 -0.09
C -4.567 -0.846 2.232 -0.09
C -4.241 0.518 2.228 -0.08
C -2.906 0.925 2.219 -0.03
O -0.203 1.691 2.540 -0.05
H 3.972 -0.468 3.714 0.05
H 2.349 -0.360 4.476 0.06
H 2.773 -1.808 3.485 0.06
H 4.046 -0.518 0.714 0.05
H 2.862 -1.873 0.946 0.06
H 2.470 -0.484 -0.153 0.04
H 0.478 -1.479 1.832 0.06
H -1.395 -2.111 2.239 0.10
H -3.758 -2.856 2.233 0.10
H -5.609 -1.163 2.242 0.10
H -5.018 1.281 2.236 0.10
H -2.650 1.986 2.218 0.12
O 1.587 -1.079 -6.006 0.09
N 1.882 -0.076 -5.333 -0.31
O 2.870 0.648 -5.595 0.06
C 1.105 0.322 -4.177 -0.05
C 1.483 1.453 -3.453 0.11
C 0.845 1.761 -2.226 -0.11
N 1.252 2.941 -1.499 -0.31
O 2.244 3.588 -1.903 0.07
O 0.588 3.273 -0.497 0.09
C -0.178 0.949 -1.689 0.12
C -0.644 -0.140 -2.457 -0.21
N -1.680 -1.000 -2.227 0.20
O -1.654 -1.835 -3.396 -0.05
N -0.649 -1.515 -4.271 0.17
C -0.022 -0.461 -3.699 -0.15
H 2.271 2.102 -3.823 0.14
H -0.645 1.143 -0.725 0.13

---

No. 3
45
Properties=species:S:1:pos:R:3:lowdin_charge:R:1 method="wB97M-V/def2-TZVPD" orbital_gap_ev=8.166 total_charge=0
Pt -1.396 0.165 0.562 0.89
C 3.334 -1.855 2.439 -0.02
O 2.694 -1.941 1.155 -0.02
C 1.515 -1.316 1.086 -0.60
O 0.995 -0.711 1.979 0.08
N 0.987 -1.550 -0.182 0.05
N 0.024 -0.636 -0.691 -0.10
H 4.254 -2.422 2.341 0.09
H 2.696 -2.286 3.207 0.10
H 3.544 -0.815 2.682 0.10
H 1.706 -1.756 -0.862 0.16
H -0.519 -1.148 -1.381 0.11
H 0.518 0.153 -1.124 0.08
O -6.870 -1.980 2.605 -0.27
S -6.294 -1.561 1.366 0.65
O -7.065 -1.614 0.163 -0.27
N -4.844 -2.355 1.121 -0.05
C -3.866 -1.531 1.171 -0.75
S -2.206 -1.959 0.894 0.66
C -4.205 -0.108 1.463 -0.24
C -3.379 0.984 1.630 -0.14
C -3.936 2.238 1.850 -0.05
C -5.317 2.376 1.945 -0.03
C -6.157 1.274 1.806 0.00
C -5.567 0.051 1.561 -0.20
H -2.256 1.059 1.809 0.05
H -3.292 3.099 1.955 0.12
H -5.739 3.354 2.131 0.11
H -7.231 1.373 1.885 0.13
O -2.587 2.988 -0.648 0.07
C -1.400 3.062 -0.424 -0.51
N -0.658 2.086 0.212 -0.24
S 0.935 2.449 0.323 0.65
O 1.685 1.532 -0.523 -0.32
O 1.383 2.579 1.674 -0.26
C 0.792 4.018 -0.452 -0.22
C 1.778 4.956 -0.681 -0.02
C 1.389 6.134 -1.305 -0.06
C 0.062 6.349 -1.671 -0.05
C -0.914 5.394 -1.419 0.01
C -0.526 4.220 -0.800 -0.13
H 2.804 4.782 -0.388 0.13
H 2.128 6.898 -1.509 0.11
H -0.210 7.278 -2.155 0.11
H -1.950 5.545 -1.692 0.13

---

No. 4
50
Properties=species:S:1:pos:R:3:lowdin_charge:R:1 method="wB97M-V/def2-TZVPD" orbital_gap_ev=4.432 total_charge=-2
In 0.000 0.000 0.000 0.07
O -0.586 -3.186 -2.465 -0.04
C -0.526 -2.091 -1.806 -0.51
O 0.279 -1.807 -0.854 -0.19
C -1.463 -0.972 -2.190 -0.15
C -2.110 -0.851 -3.408 0.00
C -2.686 0.386 -3.725 -0.05
C -2.518 1.475 -2.860 0.01
C -1.854 1.262 -1.662 -0.15
N -1.486 0.027 -1.301 0.07
C -1.313 2.354 -0.766 -0.55
O -1.791 3.534 -0.898 -0.03
O -0.381 1.990 0.031 -0.19
H -2.101 -1.677 -4.108 0.11
H -3.178 0.525 -4.680 0.09
H -2.832 2.476 -3.130 0.11
C 4.185 -2.581 0.858 -0.01
C 3.805 -1.543 -0.144 -0.35
N 4.612 -1.095 -1.066 0.08
N 3.858 -0.170 -1.750 0.02
C 2.579 -0.083 -1.204 -0.64
S 1.379 0.917 -1.749 0.94
N 2.572 -0.985 -0.163 -0.04
N 1.500 -1.248 0.680 -0.04
H 5.219 -2.899 0.702 0.08
H 3.526 -3.448 0.759 0.08
H 4.085 -2.173 1.868 0.08
H 4.223 0.354 -2.536 0.14
H 1.247 -2.258 0.587 0.12
H 1.788 -1.025 1.659 0.12
O 1.929 2.512 3.877 -0.33
As 0.438 1.708 3.156 1.04
O -0.513 2.973 2.702 -0.46
O 0.955 0.948 1.565 -0.50
C -0.549 0.532 4.358 -0.24
C -0.032 0.339 5.647 -0.11
C -0.689 -0.492 6.556 -0.11
C -1.867 -1.140 6.185 -0.09
C -2.391 -0.955 4.903 -0.06
C -1.743 -0.123 3.979 -0.26
S -2.489 0.063 2.347 0.72
O -2.967 -1.293 1.809 -0.44
O -3.817 0.830 2.427 -0.41
O -1.640 0.773 1.034 -0.45
H 1.925 3.435 3.518 0.04
H 0.881 0.836 5.947 0.09
H -0.283 -0.635 7.549 0.09
H -2.376 -1.784 6.890 0.09
H -3.307 -1.464 4.630 0.11
H -0.637 -1.382 0.976 0.06

---

No. 5
41
Properties=species:S:1:pos:R:3:lowdin_charge:R:1 method="wB97M-V/def2-TZVPD" orbital_gap_ev=5.212 total_charge=+1
C -1.278 4.395 -4.059 0.01
C -2.175 3.543 -3.200 -0.22
N -1.455 2.578 -2.608 0.05
B -0.010 2.668 -3.097 0.06
H 1.592 0.287 1.000 0.08
C -2.055 1.802 -1.675 -0.19
C -1.265 0.824 -0.850 0.00
C -3.448 1.927 -1.418 0.03
C -4.222 2.871 -2.092 0.00
C -3.547 3.689 -2.977 0.02
H -1.747 5.108 -4.745 0.13
H -0.553 4.962 -3.445 0.12
H -0.653 3.741 -4.717 0.10
H 0.238 1.913 -3.998 0.09
H 0.688 3.202 -2.323 0.08
H -1.962 0.156 -0.302 0.09
H -0.608 0.157 -1.440 0.10
H -0.670 1.324 -0.048 0.11
H -3.919 1.294 -0.682 0.13
H -5.309 2.968 -1.914 0.14
H -4.079 4.475 -3.516 0.14
O 4.362 -4.217 0.453 0.18
C 3.647 -4.210 1.345 -0.13
Co 2.488 -4.054 2.685 0.01
C 1.077 -4.638 1.672 -0.11
O 0.229 -5.180 1.100 0.14
C 3.401 -5.064 3.785 -0.14
O 3.946 -5.768 4.509 0.15
C 2.997 -2.099 2.715 -0.17
C 2.317 -1.387 1.812 -0.26
C 2.101 -0.600 0.660 -0.07
Co 1.166 -1.999 3.016 0.06
C -0.375 -2.284 2.096 -0.13
O -1.385 -2.301 1.592 0.17
C 0.504 -0.492 3.645 -0.11
O -0.089 0.427 4.006 0.14
C 1.119 -3.324 4.288 -0.20
O 0.675 -3.703 5.295 0.12
H 3.790 -1.685 3.333 0.10
H 1.432 -1.066 -0.079 0.10
H 3.035 -0.239 0.177 0.10

---

No. 6
54
Properties=species:S:1:pos:R:3:lowdin_charge:R:1 method="wB97M-V/def2-TZVPD" orbital_gap_ev="6.208 / 6.146" total_charge=-1
Mo -1.637 0.675 0.725 0.74
Se -4.047 0.820 0.996 -0.07
Te -5.115 -0.178 -1.085 0.11
Te -3.581 1.196 -2.812 0.14
Se -1.424 0.462 -1.631 -0.08
N 0.604 0.535 0.916 -0.01
H 1.053 1.445 0.996 -0.02
H 1.093 -0.034 0.228 -0.03
H 0.733 0.075 1.819 0.05
O 0.245 -1.965 2.315 0.10
C -0.714 -2.138 1.601 -0.52
O -1.535 -1.192 1.187 -0.32
C -1.120 -3.503 1.118 -0.11
C -2.101 -3.650 0.143 0.02
C -2.435 -4.914 -0.314 0.02
C -1.781 -6.004 0.230 -0.14
C -0.804 -5.883 1.204 0.01
C -0.470 -4.615 1.641 0.01
N -2.137 -7.354 -0.246 -0.35
O -1.588 -8.304 0.277 0.07
O -2.968 -7.444 -1.128 0.07
H -2.595 -2.774 -0.255 0.10
H -3.185 -5.061 -1.076 0.12
H -0.325 -6.767 1.595 0.12
H 0.298 -4.464 2.388 0.12
F -1.408 0.877 2.926 -0.11
B -0.778 1.701 4.006 -1.24
F -1.400 2.937 4.010 0.12
F 0.570 1.805 3.656 0.11
F -0.967 1.011 5.179 0.15
S 1.811 -1.760 -1.460 0.59
C 2.278 -0.321 -2.185 -0.82
N 1.586 0.157 -3.261 0.03
C 1.827 1.332 -3.893 -0.08
C 2.855 2.121 -3.496 -0.10
C 3.627 1.687 -2.393 -0.07
C 3.352 0.513 -1.758 -0.09
H 0.776 -0.392 -3.519 0.10
H 1.150 1.590 -4.694 0.13
H 3.033 3.068 -3.981 0.08
H 4.436 2.313 -2.038 0.11
H 3.925 0.180 -0.904 0.11
C 1.189 4.678 2.603 -0.36
S 2.040 3.640 1.389 0.84
C 1.120 3.938 -0.080 -0.98
C -0.171 3.632 -0.329 -1.06
S -1.383 3.063 0.809 0.55
S -0.740 4.067 -1.926 0.87
C 0.732 4.698 -2.562 -1.50
S 0.936 5.201 -4.118 0.51
S 1.996 4.698 -1.387 0.90
H 1.762 4.569 3.522 0.04
H 0.179 4.317 2.778 0.00
H 1.201 5.715 2.275 0.04